{
  "formula": "C32H29IIrN3O",
  "method": "wB97M-V/def2-TZVPD",
  "s_squared": 0.787,
  "spin_multiplicity": 2,
  "charge": 1,
  "lumo_ev": [-3.158, -3.560],
  "homo_energy_ev": [-10.193, -10.388],
  "orbital_gap_ev": [7.035, 6.827],
  "de_lowest_ev": 2.704,
  "species": ["Ir", "I", "C", "C", "C", "C", "C", "C", "C", "C", "C", "C", "H", "H", "H", "H", "H", "H", "O", "C", "C", "C", "C", "C", "C", "N", "H", "H", "H", "H", "H", "H", "H", "C", "N", "C", "C", "C", "C", "C", "C", "C", "C", "H", "H", "H", "H", "H", "H", "H", "H", "H", "H", "H", "H", "N", "C", "C", "C", "C", "C", "C", "C", "H", "H", "H", "H"],
  "coordinates": [[-0.399432, 0.540438, 0.377055], [-1.760224, -1.320804, 1.871434], [-1.676893, -2.751121, 0.335534], [-2.590608, -3.759727, 0.458375], [-2.707922, -4.716320, -0.562124], [-1.981658, -4.553393, -1.703472], [-1.071789, -3.482831, -1.848122], [-0.495305, -3.227260, -3.117852], [0.314290, -2.155018, -3.282699], [0.705657, -1.395808, -2.170755], [0.318109, -1.667377, -0.872203], [-0.790496, -2.613622, -0.753493], [-3.226492, -3.808849, 1.332518], [-3.405056, -5.537409, -0.460303], [-2.101451, -5.239879, -2.533326], [-0.763838, -3.854249, -3.959883], [0.699109, -1.914830, -4.265914], [1.435902, -0.630111, -2.336322], [-1.668093, 2.569839, 1.490833], [-1.650897, 2.688107, 2.899824], [-0.384881, 2.067484, 3.434635], [0.018894, 2.362227, 4.730348], [1.146632, 1.757444, 5.246965], [1.840146, 0.861383, 4.447307], [1.377349, 0.626970, 3.168973], [0.289304, 1.225206, 2.651489], [-2.570307, 2.494161, 1.163957], [-2.505734, 2.182861, 3.361371], [-1.686849, 3.739667, 3.194745], [-0.558722, 3.063581, 5.320638], [1.476379, 1.973950, 6.254458], [2.719491, 0.341252, 4.802438], [1.883183, -0.077106, 2.528789], [1.680531, 2.686233, 0.301765], [1.347364, 1.544555, -0.580883], [1.053364, 2.087323, -1.924335], [2.517169, 0.612586, -0.660238], [2.446253, -0.632038, 0.193707], [3.530732, -0.829429, 1.048056], [3.598694, -1.884335, 1.940375], [2.533061, -2.765310, 1.991449], [1.461553, -2.602581, 1.126774], [1.391225, -1.567916, 0.189281], [2.423310, 3.329530, -0.179555], [2.081352, 2.326260, 1.245356], [0.780536, 3.266689, 0.497847], [1.967903, 2.485254, -2.374893], [0.328866, 2.884413, -1.839982], [0.629668, 1.320985, -2.569400], [3.403690, 1.167504, -0.351760], [2.690405, 0.360356, -1.702096], [4.347050, -0.115297, 1.024219], [4.464073, -2.015770, 2.576690], [2.546103, -3.606155, 2.673455], [0.690358, -3.362391, 1.118196], [-3.157103, 2.628480, -6.074306], [-2.928566, 2.285530, -5.000694], [-2.597416, 1.863308, -3.661657], [-2.518897, 0.509998, -3.345885], [-2.103916, 0.117865, -2.082936], [-1.704876, 1.050229, -1.119125], [-1.870586, 2.400781, -1.432025], [-2.313182, 2.809242, -2.683023], [-2.776957, -0.231874, -4.091884], [-2.096182, -0.938286, -1.857895], [-1.646437, 3.162784, -0.691908], [-2.426939, 3.862621, -2.907907]],
  "forces_ev_per_angstrom": [[-0.584, 0.447, 0.208], [0.144, 0.545, -0.636], [0.234, -0.037, 0.455], [-0.088, -0.151, -0.069], [-0.067, -0.069, 0.106], [-0.030, 0.010, -0.092], [-0.077, 0.140, 0.153], [-0.077, -0.212, -0.038], [-0.148, 0.411, -0.296], [0.304, -0.049, -0.096], [-0.088, -0.322, 0.006], [-0.016, -0.216, -0.034], [-0.057, -0.028, -0.073], [0.013, 0.033, 0.022], [-0.042, 0.076, -0.008], [0.062, -0.078, 0.095], [0.026, 0.085, 0.071], [0.230, -0.175, -0.123], [0.048, 0.079, 0.161], [0.068, -0.019, -0.030], [-0.004, -0.001, -0.135], [-0.047, 0.089, 0.072], [0.005, -0.004, 0.035], [0.021, -0.064, -0.041], [-0.198, 0.060, 0.165], [0.460, -0.395, 0.348], [-0.057, -0.011, 0.005], [-0.030, -0.007, -0.073], [-0.031, 0.005, 0.018], [0.028, -0.014, -0.021], [-0.009, 0.005, -0.009], [-0.014, 0.031, 0.002], [-0.001, -0.007, -0.020], [0.126, 0.132, -0.014], [-0.989, -0.143, 0.140], [0.326, 0.060, -0.178], [0.089, -0.001, -0.013], [0.095, 0.305, 0.135], [0.101, 0.078, -0.035], [-0.009, -0.120, -0.027], [-0.033, 0.000, -0.014], [-0.027, -0.318, -0.053], [-0.144, 0.164, 0.162], [0.041, -0.049, -0.020], [-0.012, -0.022, -0.028], [-0.011, -0.023, -0.022], [0.034, -0.023, 0.047], [0.071, 0.083, 0.010], [-0.005, -0.033, 0.043], [0.003, 0.084, -0.033], [0.002, 0.065, -0.053], [-0.048, 0.011, -0.027], [-0.025, 0.026, -0.011], [-0.030, 0.026, -0.012], [0.016, 0.045, 0.063], [-0.005, -0.051, 0.124], [-0.009, -0.011, 0.062], [0.073, 0.116, -0.204], [-0.176, -0.103, 0.109], [-0.387, 0.149, -0.143], [1.329, -0.783, -0.190], [-0.542, 0.164, 0.119], [-0.207, 0.044, 0.143], [0.008, 0.020, 0.013], [0.143, -0.023, -0.046], [0.179, -0.006, -0.171], [0.044, -0.020, -0.003]]
}

***

{
  "formula": "C23H26N6O3S",
  "method": "wB97M-V/def2-TZVPD",
  "smiles": "CCOc1ccc(OCC)c(NC(=O)CSc2nnc(Cn3cnc4ccccc43)n2C)c1",
  "charge": 0,
  "lumo_ev": 0.334,
  "homo_energy_ev": -7.657,
  "orbital_gap_ev": 7.991,
  "de_lowest_ev": 1.513,
  "species": ["C", "C", "O", "C", "C", "C", "C", "O", "C", "C", "C", "N", "C", "O", "C", "S", "C", "N", "N", "C", "C", "N", "C", "N", "C", "C", "C", "C", "C", "C", "N", "C", "C", "H", "H", "H", "H", "H", "H", "H", "H", "H", "H", "H", "H", "H", "H", "H", "H", "H", "H", "H", "H", "H", "H", "H", "H", "H", "H"],
  "coordinates": [[6.450105, -0.183868, 1.631595], [5.089512, -0.654970, 1.142551], [4.495313, 0.416146, 0.431100], [3.255145, 0.242829, -0.093198], [2.717374, 1.328680, -0.778604], [1.453222, 1.262639, -1.332638], [0.697277, 0.106906, -1.225038], [-0.588443, -0.061690, -1.699480], [-1.108190, 0.891865, -2.607206], [-0.453899, 0.817058, -3.982482], [1.252759, -1.001192, -0.565281], [0.472380, -2.161812, -0.528838], [0.706908, -3.331332, 0.097465], [1.707469, -3.627364, 0.711066], [-0.411421, -4.371449, -0.027711], [-1.989386, -3.772435, -0.685060], [-2.342722, -2.624693, 0.574459], [-1.836652, -2.633345, 1.777369], [-2.307390, -1.557464, 2.416967], [-3.096247, -0.907989, 1.609759], [-3.769068, 0.384348, 1.912913], [-3.160177, 1.454714, 1.164708], [-3.746473, 2.266949, 0.239265], [-2.950033, 3.151919, -0.270233], [-1.737655, 2.945681, 0.344942], [-0.529333, 3.621389, 0.210231], [0.532850, 3.185223, 0.972279], [0.417503, 2.098051, 1.841716], [-0.772180, 1.418169, 2.000696], [-1.848187, 1.865115, 1.249486], [-3.161534, -1.546341, 0.399627], [-3.914712, -1.186243, -0.765674], [2.514147, -0.929899, 0.004183], [6.939962, -0.981390, 2.182641], [6.333264, 0.679638, 2.280661], [7.070851, 0.100556, 0.786335], [4.456063, -0.939338, 1.993127], [5.202636, -1.526857, 0.484471], [3.304354, 2.228345, -0.865263], [1.065542, 2.131271, -1.838343], [-2.168276, 0.634932, -2.691069], [-1.036716, 1.901704, -2.188409], [0.608834, 1.035202, -3.916783], [-0.922987, 1.537234, -4.646656], [-0.575229, -0.180283, -4.399145], [-0.394748, -2.058710, -1.044957], [-0.593539, -4.793225, 0.960967], [-0.087103, -5.166771, -0.700720], [-4.831835, 0.340864, 1.654659], [-3.663369, 0.569285, 2.987047], [-4.784195, 2.170271, -0.022403], [-0.443217, 4.457982, -0.465237], [1.484189, 3.689315, 0.896167], [1.284041, 1.783205, 2.402288], [-0.861542, 0.577669, 2.671360], [-3.738869, -0.138354, -1.012181], [-3.592978, -1.813147, -1.596397], [-4.982300, -1.343874, -0.594742], [2.888905, -1.801102, 0.511674]],
  "forces_ev_per_angstrom": [[-0.419, -0.030, -0.197], [0.226, -0.181, 0.173], [0.102, 0.145, -0.001], [-0.421, 0.202, -0.282], [0.273, -0.183, 0.142], [-0.154, -0.237, -0.103], [0.131, -0.100, 0.086], [0.246, -0.274, 0.284], [-0.093, 0.218, -0.410], [-0.064, -0.086, 0.397], [0.006, 0.219, -0.094], [-0.288, 0.466, -0.409], [-0.293, -0.266, -0.078], [0.243, -0.060, 0.173], [-0.169, 0.096, 0.113], [-0.071, -0.344, -0.252], [-0.142, 0.059, 0.006], [0.350, -0.908, -0.541], [-0.426, 1.019, 0.711], [-0.138, -0.143, -0.086], [-0.004, -0.213, 0.138], [-0.029, 0.182, -0.074], [-0.050, 0.118, -0.063], [-0.284, 0.377, -0.443], [0.050, -0.578, 0.513], [-0.032, -0.018, 0.062], [0.007, 0.207, -0.006], [-0.022, -0.041, 0.117], [0.044, -0.138, 0.165], [0.335, 0.486, -0.349], [0.533, -0.304, 0.664], [-0.307, 0.178, -0.315], [0.320, -0.012, 0.190], [0.072, -0.072, 0.064], [0.026, 0.070, 0.089], [0.097, 0.012, -0.058], [0.013, -0.012, -0.125], [-0.086, 0.067, 0.074], [0.082, 0.138, -0.004], [-0.083, 0.063, -0.054], [0.101, 0.128, 0.045], [-0.059, -0.108, 0.025], [0.078, 0.032, -0.070], [-0.033, 0.093, -0.106], [-0.008, -0.072, -0.064], [0.138, -0.175, 0.153], [0.158, 0.044, -0.094], [-0.022, 0.042, 0.028], [0.095, 0.093, 0.085], [-0.101, -0.070, -0.138], [-0.254, -0.105, 0.015], [0.014, 0.112, -0.080], [0.099, 0.035, -0.031], [0.088, -0.056, 0.055], [0.044, -0.087, 0.072], [0.015, -0.094, -0.058], [-0.025, 0.104, -0.009], [0.049, -0.002, -0.068], [0.039, -0.037, 0.022]]
}

***

{
  "formula": "C3H4F2S",
  "method": "wB97M-V/def2-TZVPD",
  "smiles": "FC(F)[C@H]1CS1",
  "charge": 0,
  "lumo_ev": 0.840,
  "homo_energy_ev": -9.343,
  "orbital_gap_ev": 10.183,
  "de_lowest_ev": 0.124,
  "species": ["F", "C", "F", "C", "C", "S", "H", "H", "H", "H"],
  "coordinates": [[-1.554018, -1.642212, -0.115431], [-1.080572, -0.463211, 0.324839], [-1.991246, 0.550276, -0.053324], [0.152882, -0.191506, -0.448888], [1.158956, 0.758038, 0.009795], [1.715603, -0.903928, 0.042657], [-0.988311, -0.478498, 1.457593], [-0.138382, -0.290869, -1.513964], [1.099034, 1.256314, 0.965872], [1.626051, 1.405600, -0.669147]],
  "forces_ev_per_angstrom": [[-0.677, -0.283, 0.185], [-0.178, 0.962, 0.936], [0.540, -1.108, 0.598], [-0.541, -0.243, -0.927], [0.054, 1.075, 0.849], [0.366, -1.306, 0.110], [-0.186, 0.097, -1.382], [0.655, 0.366, 0.555], [-0.512, -0.178, 0.293], [0.479, 0.616, -1.218]]
}